This record from the OMol25 dataset describes one molecule with the formula C6H8O4S in a non-equilibrium geometry. The level of theory is wB97M-V/def2-TZVPD.

Element x y z (Å)
C -1.05 -1.19 0.14
C -0.64 1.32 0.72
C -2.23 0.37 -1.08
C -0.94 1.09 -0.73
C -0.09 0.12 0.03
C 2.30 -1.10 1.02
O -0.76 -2.21 0.69
O 2.25 1.21 -0.30
O 1.74 -0.85 -1.55
O -2.19 -0.91 -0.45
S 1.65 -0.10 -0.33
H 0.07 2.10 0.94
H -1.42 1.19 1.46
H -3.12 0.89 -0.71
H -2.33 0.21 -2.15
H -0.51 1.74 -1.48
H 3.23 -1.54 0.68
H 2.47 -0.46 1.87
H 1.57 -1.88 1.24

Summary:
Structure (SMILES)   CS(=O)(=O)[C@@]12C[C@@H]1COC2=O
E_HOMO   -10.71 eV
Calculated total energy   -932.5396 Ha
Frontier orbital gap   11.4 eV
LUMO   0.7 eV

natural (NBO) atomic charge list, values in e, 8 entries: number 1, C, carries 0.828; number 2, C, carries -0.395; number 3, C, carries -0.064; number 4, C, carries -0.244; number 5, C, carries -0.453; number 6, C, carries -0.869; number 7, O, carries -0.557; number 8, O, carries -0.948